# 1
DFT (ωB97M-V with the def2-TZVPD basis set) results for C19H68N18O15 as an isolated structure at a distorted geometry.

Each line ends with the Mulliken charge.
Geometry (Å):
C  -8.0023  15.4152  -13.5347  2.321
C  -9.1730  16.1240  -12.9985  2.019
O  -10.2301  16.2053  -13.9868  3.581
H  -7.3905  14.8860  -12.7913  -0.885
H  -7.2730  16.0835  -14.1427  -0.621
H  -8.2594  14.6833  -14.2740  -1.310
H  -8.8655  17.1435  -12.6597  -0.312
H  -9.4017  15.7663  -11.9922  -0.888
H  -10.4457  17.1504  -14.0611  -1.493
C  -13.8303  12.4150  -15.9589  -1.535
C  -12.9631  12.8979  -14.8134  -0.215
O  -12.6793  14.2890  -14.8229  -0.231
H  -14.7370  12.9783  -16.0631  0.331
H  -14.0608  11.3942  -15.8882  0.464
H  -13.3413  12.5222  -16.9117  0.298
H  -12.1476  12.2681  -14.8875  0.227
H  -13.5134  12.5429  -13.8939  0.406
H  -11.9930  14.5931  -15.4296  0.118
C  -7.7885  16.7409  -10.1602  0.535
C  -7.2217  16.8724  -8.8042  -1.130
O  -6.1033  16.0809  -8.6652  -0.629
H  -7.0833  16.9888  -10.9233  0.096
H  -8.6425  17.2836  -10.2740  0.444
H  -7.9947  15.7216  -10.4449  -0.786
H  -7.9111  16.4854  -8.1070  0.205
H  -6.9386  17.8938  -8.5933  0.541
H  -5.6756  16.5800  -7.9568  0.396
C  -4.8149  16.9510  -12.3663  -0.903
C  -4.5602  15.6747  -13.1752  1.436
O  -3.2746  15.0616  -13.1890  -0.750
H  -4.9331  16.8089  -11.3324  0.252
H  -5.7533  17.3598  -12.7353  0.068
H  -3.9873  17.7198  -12.5598  0.306
H  -4.7130  15.9561  -14.1857  0.049
H  -5.2829  14.8275  -12.9839  -0.831
H  -3.1093  14.7980  -14.0671  0.374
C  -10.6083  15.3498  -8.8532  0.261
O  -10.3142  14.7549  -10.0946  -0.334
N  -11.6597  16.1329  -8.7056  -0.385
N  -10.3073  14.7737  -7.7449  -0.281
H  -12.0074  16.5922  -9.5921  0.162
H  -12.3437  16.2780  -7.9235  0.213
H  -9.7353  13.9580  -7.8780  0.385
H  -10.7836  14.9727  -6.8381  0.166
C  -5.2208  12.1425  -13.0335  -0.110
O  -5.7485  12.7879  -14.1680  -0.476
N  -5.5883  10.9317  -12.6777  -0.503
N  -4.2201  12.5158  -12.2979  -0.301
H  -6.2495  10.4768  -13.3373  0.312
H  -5.0548  10.2317  -12.2109  0.211
H  -3.7408  13.4523  -12.5820  0.374
H  -3.9181  12.0177  -11.5033  0.204
C  -13.4737  18.4688  -15.0208  0.378
O  -14.0638  18.9462  -16.1844  -0.815
N  -12.8210  19.2311  -14.2480  -0.237
N  -13.5089  17.2670  -14.6436  -0.108
H  -12.9772  20.2774  -14.4279  0.368
H  -12.5677  18.9598  -13.2800  0.202
H  -14.1358  16.7190  -15.2239  0.149
H  -13.1766  16.8118  -13.7056  0.221
C  -7.4085  12.8977  -10.0598  0.260
O  -8.4523  13.2071  -9.2622  -0.701
N  -6.4172  13.6684  -10.2412  0.073
N  -7.3033  11.7528  -10.7837  -0.471
H  -6.5229  14.5526  -9.8447  0.159
H  -5.6307  13.5039  -10.8434  0.208
H  -8.1402  11.0296  -10.5629  0.285
H  -6.5551  11.4748  -11.4294  0.512
C  -9.7442  18.5229  -15.5889  0.445
O  -10.3623  17.7076  -16.5854  -0.760
N  -10.3982  19.3135  -14.7711  -0.460
N  -8.4485  18.4955  -15.4876  0.045
H  -11.5132  19.1931  -14.5440  0.081
H  -9.8366  19.7179  -13.9858  0.265
H  -8.1097  17.5668  -15.9149  -0.502
H  -7.7567  19.0332  -15.0030  0.281
C  -10.5915  14.2150  -17.0444  0.022
O  -10.8189  12.9948  -17.5767  -0.811
N  -11.3045  15.2467  -17.1182  -0.038
N  -9.5528  14.4757  -16.3114  0.590
H  -12.1257  15.2360  -17.7138  0.231
H  -11.1390  16.0922  -16.5187  -0.176
H  -9.0943  13.5146  -16.2888  0.128
H  -9.6065  15.1539  -15.5630  -1.422
C  -8.4081  20.2698  -12.1825  0.197
O  -7.6421  19.0741  -12.2674  -0.408
N  -8.0588  21.4995  -12.1043  -0.477
N  -9.6786  20.2818  -12.2351  -0.600
H  -7.0509  21.6894  -12.1950  0.320
H  -8.6325  22.3006  -12.3636  0.178
H  -10.0955  19.4105  -12.0512  0.513
H  -10.1782  21.0402  -11.7865  0.292
C  -6.5798  16.3494  -17.0501  0.202
O  -5.9078  15.4535  -16.3027  -0.562
N  -6.0760  17.3963  -17.5585  -0.358
N  -7.8632  16.2215  -17.3212  -0.226
H  -5.2005  17.5416  -17.0195  0.310
H  -6.6692  18.2743  -17.8278  0.312
H  -8.4715  15.4647  -16.8387  0.432
H  -8.2673  16.8650  -18.0539  0.216
C  -12.2774  17.2760  -11.8127  -0.283
O  -11.3358  18.2125  -12.0263  -0.725
N  -13.0515  17.3757  -10.8428  -0.387
N  -12.4773  16.2758  -12.5395  -0.061
H  -13.0238  18.3626  -10.3568  0.394
H  -13.9117  16.8473  -10.6730  0.211
H  -11.6722  16.0995  -13.1327  -0.208
H  -12.9203  15.3703  -12.2306  0.385
C  -9.9429  12.7807  -13.1160  0.831
O  -8.6757  12.1025  -12.9435  -0.601
H  -10.0020  12.9794  -14.1922  -0.431
H  -9.9518  13.6649  -12.4973  -0.333
H  -10.8023  12.2174  -12.7643  0.343
H  -8.1945  12.2457  -12.0875  0.276
C  -7.1883  12.6856  -17.2742  -0.742
O  -7.7004  12.2980  -16.0327  -0.601
H  -7.7265  13.4732  -17.6942  0.221
H  -7.1694  11.8841  -18.0175  0.278
H  -6.2072  12.9316  -17.2796  0.383
H  -7.1578  12.7304  -15.4097  0.458

Frontier orbital gap in eV: 7.975
Spin multiplicity: 1
Relative energy (zero: lowest compared OMol25 entry of this formula, charge and spin) in kcal/mol: 118.7

---

# 2
DFT (ωB97M-V with the def2-TZVPD basis set) results for C17H20N3S4SbTi as an isolated structure.

Each line ends with the Mulliken spin population.
Geometry (Å):
Ti  -2.1871  0.3483  0.8599  1.349
C  0.4488  0.5577  -4.0251  0.000
C  1.8829  0.3295  -3.5469  0.000
C  2.7277  1.5398  -3.9681  -0.002
C  2.4236  -0.9309  -4.2360  -0.001
C  1.9661  0.1589  -2.0291  0.020
C  3.2113  -0.0773  -1.4313  0.023
C  3.3407  -0.2204  -0.0579  0.001
C  2.2092  -0.1312  0.7345  0.015
S  2.0778  -0.2613  2.4739  0.086
C  0.3444  -0.0040  2.3427  0.336
N  -0.0953  0.1635  1.0577  0.062
C  0.9525  0.0970  0.1630  -0.041
C  0.8416  0.2449  -1.2201  0.045
C  -0.5980  0.0202  3.3943  -0.141
C  -0.2786  -0.1567  4.7573  0.144
C  -1.2814  -0.1053  5.6996  -0.073
C  -2.6083  0.1197  5.3128  0.163
C  -2.9151  0.2853  3.9667  -0.132
C  -1.9420  0.2406  2.9630  0.132
H  0.4427  0.6754  -5.1109  0.000
H  0.0141  1.4569  -3.5858  -0.001
H  -0.1948  -0.2878  -3.7751  0.001
H  2.6808  1.6748  -5.0521  0.000
H  3.7741  1.4135  -3.6870  0.000
H  2.3584  2.4492  -3.4913  0.000
H  2.3689  -0.8200  -5.3223  0.000
H  1.8377  -1.8060  -3.9489  0.000
H  3.4635  -1.1206  -3.9678  0.001
H  4.1006  -0.1455  -2.0456  0.002
H  4.3130  -0.3988  0.3846  -0.002
H  -0.1390  0.4505  -1.6272  -0.015
H  0.7496  -0.3274  5.0613  0.026
H  -1.0424  -0.2351  6.7492  -0.004
H  -3.3883  0.1681  6.0636  0.015
H  -3.9509  0.4610  3.6872  0.001
S  -5.7288  3.7756  0.4549  0.405
Sb  -4.3868  2.2833  -0.6039  0.345
S  -4.5787  0.0374  0.1452  0.115
S  -2.0568  2.5373  -0.2235  0.106
N  -1.1652  -2.7233  1.1395  -0.002
N  -2.3082  -1.9312  0.7788  0.018
H  -1.4436  -3.4198  1.8209  -0.001
H  -0.5127  -2.0954  1.5984  0.009
H  -3.0613  -2.0294  1.4580  -0.007
H  -2.6666  -2.2611  -0.1110  0.002

Frontier orbital gap (spin up / spin down) in eV: 4.957 / 6.114
Spin multiplicity: 4
Charge: -1
Expectation value of S²: 3.784
Relative energy (zero: lowest compared OMol25 entry of this formula, charge and spin) in kcal/mol: 0.0

---

# 3
DFT (ωB97M-V with the def2-TZVPD basis set) results for one molecule with the formula C13H20O at a distorted geometry.

Each line ends with the Mulliken charge.
Geometry (Å):
O  3.0809  -1.5017  -1.9980  -0.587
C  1.9332  -1.3991  -1.6742  0.014
C  0.8928  -1.3811  -2.7192  -0.892
C  -0.3374  -0.8735  -2.5690  -0.046
C  1.1373  1.1396  4.5541  -1.297
C  -1.4579  -0.7446  -3.5147  -0.867
C  0.2148  0.6282  3.5360  -0.137
C  0.9563  0.5938  2.2323  -0.664
C  -2.1731  0.3648  -2.9712  -0.595
C  1.6500  -0.7232  -0.3663  -0.863
C  -0.1289  0.2510  1.1300  -1.219
C  -1.9108  0.4469  -1.4555  -0.997
C  0.3129  0.1365  -0.2876  0.289
C  -0.7568  -0.4365  -1.1688  0.895
H  1.1076  -1.8127  -3.6115  0.636
H  1.3380  2.2687  4.4354  0.305
H  0.5262  1.0761  5.5526  0.328
H  2.0163  0.5428  4.6422  0.359
H  -2.0810  -1.6789  -3.5745  0.255
H  -1.0307  -0.5575  -4.4644  0.441
H  -0.6884  1.3195  3.4973  0.241
H  -0.0309  -0.3892  3.9105  0.292
H  1.8572  -0.0041  2.1554  0.463
H  1.3038  1.6116  1.9218  0.245
H  -3.2564  0.1515  -3.1704  0.286
H  -1.7735  1.2479  -3.3671  0.295
H  2.5746  -0.2309  -0.0070  0.394
H  1.4177  -1.6776  0.2347  0.250
H  -0.8980  1.0092  1.0831  0.526
H  -0.6084  -0.6409  1.5677  0.329
H  -1.8106  1.5168  -1.1486  0.352
H  -2.8805  0.0622  -1.0144  0.217
H  0.5908  1.0744  -0.6427  0.385
H  -1.0872  -1.3902  -0.7278  0.363

Frontier orbital gap in eV: 9.645
Spin multiplicity: 1
SMILES string: CCCC[C@H]1CC(=O)C=C2CCC[C@@H]21
Relative energy (zero: lowest compared OMol25 entry of this formula, charge and spin) in kcal/mol: 30.5

---

# 4
DFT (ωB97M-V with the def2-TZVPD basis set) results for C15H6F8IN3PdS as an isolated structure at a distorted geometry.

Each line ends with the Mulliken charge.
Geometry (Å):
Pd  -0.5183  0.3152  -0.3604  -0.091
F  4.0780  4.7881  0.0646  -0.296
C  2.8504  4.2458  0.0828  0.709
F  2.1698  4.8163  -0.9224  -0.211
F  2.2773  4.6660  1.2194  -0.221
C  2.8923  2.7495  -0.0488  -0.193
C  4.0907  2.0633  0.0693  -0.173
C  4.1033  0.6877  -0.1166  -0.748
C  2.9268  0.0597  -0.4966  -0.284
N  1.7779  0.7077  -0.5855  -0.567
C  1.7125  2.0209  -0.2886  1.017
S  0.0978  2.6178  -0.1464  -0.416
H  4.9979  2.5991  0.3087  0.479
H  5.0070  0.1208  0.0249  0.383
H  2.9053  -0.9965  -0.7335  0.439
I  -6.6118  2.4233  -0.2448  0.142
C  -4.9215  1.2222  -0.0267  -0.725
C  -4.8901  -0.1251  0.2654  -0.076
N  -3.5929  -0.4677  0.3232  -0.017
N  -2.7970  0.5773  0.0898  -0.085
C  -3.5815  1.6192  -0.1222  -0.284
H  -5.6829  -0.8266  0.4269  0.472
H  -3.1952  -1.3615  0.5855  0.196
H  -3.1807  2.5982  -0.3004  0.473
F  0.8079  -1.8870  2.2643  -0.309
C  0.2664  -2.4936  1.1938  0.742
C  -0.3440  -1.7196  0.2215  -1.556
C  -0.8645  -2.3988  -0.8725  1.623
F  -1.4266  -1.6036  -1.8494  -0.309
C  -0.8473  -3.7767  -1.0064  0.019
F  -1.3990  -4.3916  -2.0604  -0.303
C  -0.2303  -4.5192  0.0003  0.618
F  -0.1648  -5.8502  -0.1018  -0.302
C  0.3389  -3.8795  1.0979  0.144
F  0.9484  -4.5997  2.0457  -0.293

Frontier orbital gap in eV: 6.865
Spin multiplicity: 1
Relative energy (zero: lowest compared OMol25 entry of this formula, charge and spin) in kcal/mol: 18.3